[1]
Formula: C41H53AlBr5F2N8O7P
Source: the Open Molecules 2025 dataset
Level of theory: the ωB97M-V functional and the def2-TZVPD basis

The strongest force on any atom comes out at 4.6 eV/Å. The calculation puts the HOMO energy at -7.0 eV. For the HOMO-LUMO gap, the calculation gives 2.8 eV. The LUMO energy comes out at -4.20 eV.

Geometry as ORCA input:
```
! RIJCOSX wB97M-V def2-TZVPD def2/J DEFGRID3
* xyz 0 1
O 4.6982 -4.6444 -2.1593
C 3.7982 -4.5821 -1.4082
F 3.9420 -5.0968 -0.1638
C 2.4539 -3.9426 -1.9065
N 2.6707 -2.6859 -2.6807
C 1.9674 -1.6315 -1.9936
N 2.6572 -0.8261 -1.0798
C 2.9068 0.5451 -1.5385
C 2.5799 1.0967 -2.8321
C 2.9299 2.4522 -3.1281
N 3.5232 3.4049 -2.3572
C 3.8061 2.8228 -1.1567
C 3.5801 1.4973 -0.6872
N 0.6889 -1.4839 -2.2015
C -0.1663 -0.4884 -1.5670
C -0.9623 0.3840 -2.3926
C -1.7018 1.3233 -1.6003
C -1.5891 1.2973 -0.1751
N -0.8837 0.4568 0.6655
C -0.2102 -0.3925 -0.1440
H 1.7750 -3.7816 -0.9840
H 1.9489 -4.7410 -2.5310
H 3.6670 -2.4525 -2.7345
H 3.5905 -1.2297 -0.9311
H 2.0631 0.4755 -3.5949
H 2.6774 2.7959 -4.1654
H 4.3004 3.5108 -0.4247
H 3.9011 1.2035 0.3328
H 0.2586 -2.1278 -2.8756
H -0.9671 0.3412 -3.4979
H -2.3568 2.0685 -2.0921
H -2.1702 2.0867 0.3619
H 0.4150 -1.1421 0.4078
O 2.4175 4.8032 -6.7392
P 2.9366 3.4415 -7.1867
O 2.4459 3.1419 -8.6101
O 2.4171 2.3433 -6.2163
O 4.4572 3.4444 -7.1718
C -2.6409 5.2059 4.2692
C -2.5057 4.2964 3.0518
C -3.8401 3.6849 2.5870
O -4.3108 2.6207 3.3953
C -4.9693 3.0284 4.5826
N -1.5099 3.2604 3.3407
H -2.7521 4.6476 5.2004
H -1.7495 5.8264 4.3790
H -3.4995 5.8749 4.1678
H -2.1253 4.9133 2.2306
H -3.6826 3.2486 1.5947
H -4.6149 4.4527 2.4679
H -5.5361 3.9530 4.4429
H -4.2465 3.1442 5.3923
H -5.6633 2.2369 4.8723
H -1.3431 2.7150 2.4989
H -1.9456 2.5890 3.9720
N 4.6043 6.4679 0.3236
C 3.9831 6.2605 -0.8429
C 3.7530 7.2524 -1.7827
C 4.1875 8.5363 -1.4978
C 4.8324 8.7773 -0.2942
C 5.0160 7.7143 0.5754
H 3.6597 5.2425 -1.0181
H 3.2471 7.0245 -2.7120
H 4.0260 9.3406 -2.2057
H 5.1853 9.7673 -0.0368
H 5.5183 7.8529 1.5272
Al -0.0571 -4.3593 -1.6195
Br -4.6567 4.3466 8.1294
C -4.3166 2.4989 8.6418
C -2.8906 2.3089 9.0863
Br -1.6771 2.2566 7.5622
H -4.5857 1.8787 7.7896
H -5.0053 2.2996 9.4620
H -2.7683 1.3463 9.5814
H -2.5383 3.0989 9.7450
C -0.3360 -3.3387 2.8045
C -1.3360 -3.7089 3.8844
C -2.0034 -5.0588 3.6142
C -2.7538 -5.0195 2.3286
N -3.3507 -4.9899 1.3463
H -0.8292 -3.2345 1.8314
H 0.1410 -2.3822 3.0344
H 0.4468 -4.0975 2.7163
H -2.0983 -2.9271 3.9581
H -0.8208 -3.7429 4.8467
H -2.7005 -5.2997 4.4186
H -1.2496 -5.8571 3.5603
C -0.5225 0.3860 -7.6035
Br 0.6729 1.9218 -7.6793
Br -0.1962 -0.6666 -6.0042
Br -2.3920 0.8809 -7.7679
H -0.2896 -0.2461 -8.4547
O -0.8894 -7.7019 2.8179
H -1.7561 -7.7077 2.4050
C -6.0791 -3.4084 2.1678
C -5.7506 -2.3186 2.9649
C -6.7514 -1.4961 3.4680
C -8.0834 -1.7692 3.1816
C -8.4131 -2.8610 2.3875
C -7.4114 -3.6779 1.8772
H -5.2976 -4.0466 1.7734
H -4.7113 -2.1092 3.1940
H -6.4933 -0.6424 4.0840
H -8.8645 -1.1308 3.5775
H -9.4524 -3.0747 2.1656
H -7.6686 -4.5260 1.2536
F 3.5017 -6.2880 -6.2785
C 4.8419 -6.2884 -6.1348
C 5.3921 -5.8652 -4.9400
C 6.7719 -5.8689 -4.7867
C 7.5840 -6.2858 -5.8344
C 7.0171 -6.7043 -7.0324
C 5.6366 -6.7112 -7.1830
H 4.7441 -5.5367 -4.1395
H 7.2136 -5.5464 -3.8516
H 8.6609 -6.2845 -5.7160
H 7.6507 -7.0253 -7.8499
H 5.1769 -7.0420 -8.1058
*
```

[2]
Formula: C28H25F2N3ORe
Source: the Open Molecules 2025 dataset
Level of theory: the ωB97M-V functional and the def2-TZVPD basis

The strongest force on any atom comes out at 0.6 eV/Å. The calculation puts the HOMO energy (spin up / spin down) at -13.9 / -14.5 eV. For the HOMO-LUMO gap (spin up / spin down), the calculation gives 7.4 / 6.9 eV. The LUMO energy (spin up / spin down) comes out at -6.56 / -7.58 eV.

Geometry as ORCA input:
```
! RIJCOSX wB97M-V def2-TZVPD def2/J DEFGRID3
* xyz 2 4
Re -1.1617 -0.7890 -0.8121
F 2.1221 -4.9889 0.0077
C 1.5995 -4.1255 -0.8551
C 0.6987 -3.1787 -0.3891
C 0.1547 -2.2752 -1.2926
C 0.5130 -2.3166 -2.6594
C 1.4174 -3.2940 -3.0651
F 1.7855 -3.3731 -4.3437
C 1.9721 -4.2039 -2.1831
C -0.0947 -1.2962 -3.5253
C 0.0574 -1.1596 -4.8979
C -0.5855 -0.1213 -5.5533
C -1.3656 0.7786 -4.8398
C -1.4841 0.6028 -3.4804
N -0.8763 -0.4128 -2.8411
H 0.4436 -3.1777 0.6624
H 2.6723 -4.9525 -2.5264
H 0.6674 -1.8580 -5.4457
H -0.4726 -0.0136 -6.6237
H -1.8686 1.6021 -5.3243
H -2.0645 1.2750 -2.8619
C -1.9826 -1.4943 4.4826
N -1.5455 -1.3289 3.0832
C -0.3083 -0.5749 2.8597
C -2.2701 -1.7611 2.0825
C -3.5392 -2.5262 2.2645
O -1.9135 -1.5434 0.8701
H -1.1845 -1.1426 5.1270
H -2.1678 -2.5418 4.7042
H -2.8771 -0.9043 4.6730
H 0.3828 -0.8003 3.6667
H -0.5179 0.4967 2.8516
H 0.1524 -0.8671 1.9202
H -3.7395 -2.8193 3.2878
H -3.4951 -3.4103 1.6295
H -4.3639 -1.9072 1.9063
N -0.6666 0.8748 -0.3392
C 0.1994 1.6949 0.1797
C 1.6237 1.3418 0.2045
C 2.1884 0.5955 -0.8338
C 3.5181 0.2228 -0.7779
C 4.2922 0.5715 0.3240
C 3.7391 1.3098 1.3621
C 2.4143 1.7059 1.3006
C -0.2895 2.9535 0.7433
C 0.5352 4.0854 0.7586
C 0.0554 5.2829 1.2584
C -1.2373 5.3580 1.7596
C -2.0629 4.2380 1.7509
C -1.5981 3.0446 1.2353
H 1.5981 0.3458 -1.7077
H 3.9599 -0.3282 -1.5972
H 5.3316 0.2755 0.3677
H 4.3443 1.5835 2.2155
H 1.9854 2.2843 2.1090
H 1.5372 4.0319 0.3544
H 0.6875 6.1600 1.2541
H -1.6070 6.2940 2.1562
H -3.0681 4.3040 2.1441
H -2.2405 2.1732 1.2186
*
```

[3]
Formula: C4H13NOS
Source: the Open Molecules 2025 dataset
Level of theory: the ωB97M-V functional and the def2-TZVPD basis

The energy above the lowest of the compared OMol25 structures with the same formula, charge and spin is 57.7 kcal/mol. The strongest force on any atom comes out at 3.9 eV/Å. The SMILES is NCCCCS.O. The calculation puts the HOMO energy at -8.8 eV. For the HOMO-LUMO gap, the calculation gives 9.3 eV. The LUMO energy comes out at 0.59 eV.

Geometry as ORCA input:
```
! RIJCOSX wB97M-V def2-TZVPD def2/J DEFGRID3
* xyz 0 1
N 0.7419 1.0128 -0.4708
C 0.3362 0.7952 0.9790
C -0.9366 1.4475 1.4004
C -1.8583 1.6015 0.1804
C -2.0672 0.2712 -0.6037
S -2.1810 -1.2099 0.4088
H 1.8680 1.1914 -0.5015
H 0.8863 0.1322 -0.9640
H 0.6716 -0.2287 1.2522
H 1.1947 1.2372 1.4350
H -1.6464 0.8253 1.9565
H -0.7546 2.3574 1.9109
H -1.4625 2.3026 -0.5536
H -2.9034 1.8627 0.5064
H -1.3182 0.0293 -1.4637
H -3.1103 0.4682 -1.1342
H -1.6529 -1.8570 -0.5068
O 4.4529 -4.2132 -1.5091
H 4.8495 -3.3599 -1.5551
H 4.8903 -4.6658 -0.7672
*
```

[4]
Formula: C5H11OP
Source: the Open Molecules 2025 dataset
Level of theory: the ωB97M-V functional and the def2-TZVPD basis

The energy above the lowest of the compared OMol25 structures with the same formula, charge and spin is 40.3 kcal/mol. The strongest force on any atom comes out at 4.9 eV/Å. The SMILES is C=C[P@@H](=O)C(C)C. The calculation puts the HOMO energy at -9.6 eV. For the HOMO-LUMO gap, the calculation gives 10.3 eV. The LUMO energy comes out at 0.69 eV.

Geometry as ORCA input:
```
! RIJCOSX wB97M-V def2-TZVPD def2/J DEFGRID3
* xyz 0 1
C 2.2816 1.3817 0.0618
C 2.2180 0.0412 0.0818
P 0.7702 -0.7566 -0.3385
O 0.7375 -1.9069 0.6397
C -0.9969 0.1674 -0.2575
C -1.2046 0.7264 1.0670
C -1.7201 -1.0699 -0.7875
H 3.1315 1.9473 0.4913
H 1.6048 2.0423 -0.5681
H 2.8398 -0.4541 0.7688
H 0.9493 -1.1269 -1.6679
H -1.1115 0.9458 -1.0637
H -1.1274 1.8271 1.0810
H -2.1389 0.3276 1.5527
H -0.4988 0.2395 1.6260
H -1.1914 -2.0017 -0.4213
H -1.8092 -1.1276 -1.9031
H -2.7338 -1.2025 -0.3625
*
```

[5]
Formula: CH5ClN2
Source: the Open Molecules 2025 dataset
Level of theory: the ωB97M-V functional and the def2-TZVPD basis

The energy above the lowest of the compared OMol25 structures with the same formula, charge and spin is 103.0 kcal/mol. The strongest force on any atom comes out at 4.1 eV/Å. The calculation puts the HOMO energy (spin up / spin down) at -9.4 / -9.7 eV. For the HOMO-LUMO gap (spin up / spin down), the calculation gives 9.3 / 9.3 eV. The LUMO energy (spin up / spin down) comes out at -0.15 / -0.36 eV.

Geometry as ORCA input:
```
! RIJCOSX wB97M-V def2-TZVPD def2/J DEFGRID3
* xyz 0 1
C -0.1277 -1.0515 0.1395
N -0.0967 1.8119 -0.2355
N 0.6412 -0.0109 0.6583
Cl 2.1458 0.0021 -0.0968
H 0.0599 -1.8499 0.8287
H -1.2874 -0.9767 0.0728
H 0.0887 -1.4253 -0.8923
H -0.6970 1.2709 -0.8838
H -0.7268 2.2295 0.4091
*
```

[6]
Formula: C3H5NO3
Source: the Open Molecules 2025 dataset
Level of theory: the ωB97M-V functional and the def2-TZVPD basis

The energy above the lowest of the compared OMol25 structures with the same formula, charge and spin is 68.0 kcal/mol. The strongest force on any atom comes out at 16.6 eV/Å. The calculation puts the HOMO energy (spin up / spin down) at -4.4 / -10.3 eV. For the HOMO-LUMO gap (spin up / spin down), the calculation gives 5.1 / 8.5 eV. The LUMO energy (spin up / spin down) comes out at 0.68 / -1.83 eV.

Geometry as ORCA input:
```
! RIJCOSX wB97M-V def2-TZVPD def2/J DEFGRID3
* xyz 0 3
C -0.1027 -0.5787 0.2074
C 0.8325 1.3037 -0.5849
C -0.7956 -1.4534 1.2492
N 0.2652 -0.9689 -0.8847
O 0.1713 0.7582 0.5054
O 0.9549 -0.0712 -1.5792
O 0.2406 2.2724 -1.2754
H 1.9531 1.7301 -0.3817
H -1.8430 -1.2167 1.2338
H -0.2750 -1.2515 2.1752
H -0.7571 -2.3998 0.8304
H -0.6442 1.8758 -1.4955
*
```

Which value of strongest force on any atom does entry 5 give?
4.1 eV/Å

Look up the strongest force on any atom of the second one.
0.6 eV/Å